C52H29BaF5N11O2S as an isolated structure in a non-equilibrium geometry, computed with the ωB97M-V functional and the def2-TZVPD basis.

XYZ file:
```
101
Properties=species:S:1:pos:R:3
Ba -0.64246 -0.65429 2.02239
C 4.46517 0.49559 2.22678
C 4.78506 -0.69416 1.60928
C 3.81301 -1.43856 1.11927
C 2.46646 -1.04306 1.27706
N 2.14367 0.02111 1.90946
C 3.11341 0.75369 2.39956
N 1.36544 -1.64432 0.57942
C 1.18120 -0.88202 -0.65349
N -0.16006 -0.53014 -0.83619
C -0.25127 0.10195 -2.01701
N -1.33480 0.92543 -2.46950
C -0.99733 2.31471 -2.52259
C -1.75307 3.01366 -3.45036
C -1.34805 4.28864 -3.56980
C -0.34984 4.92140 -2.82188
C 0.29532 4.09824 -1.91167
N 0.01263 2.77057 -1.79979
C 1.02342 0.09947 -2.66182
C 1.44022 0.68832 -3.88909
C 2.67867 0.34668 -4.38241
C 3.58636 -0.43324 -3.55153
C 3.21734 -0.88752 -2.32788
C 1.94027 -0.59252 -1.83140
H 5.29748 1.07598 2.56222
H 5.86876 -0.87323 1.60503
H 3.98064 -2.30581 0.58767
H 2.76804 1.65162 2.92947
H -2.46447 2.45823 -4.12678
H -1.84189 4.95009 -4.30793
H -0.02481 5.92353 -2.84396
H 1.08110 4.43131 -1.34559
H 0.61423 1.14480 -4.46475
H 2.86594 0.65403 -5.43737
H 4.49758 -0.77965 -4.04033
H 3.94022 -1.49151 -1.78064
N 7.47342 -1.97828 6.46139
C 6.61460 -2.47080 5.84522
C 5.40858 -2.91051 5.26921
C 5.34589 -3.50359 4.03085
C 4.18713 -3.51975 3.29842
C 2.91741 -3.06307 3.72291
C 3.01570 -2.53112 5.07835
C 4.21674 -2.46052 5.75999
C 1.75214 -3.30255 2.95953
C 0.42983 -3.08993 3.42117
C -0.10538 -2.39044 4.53968
C -1.50995 -2.50770 4.50650
C -1.79883 -3.12928 3.30469
N -0.69970 -3.52177 2.62975
C 1.89161 -3.80782 1.57899
C 2.40449 -4.94630 1.10162
C 2.31827 -4.93926 -0.32469
C 1.73654 -3.73415 -0.70132
N 1.53493 -3.03443 0.46348
H 6.24794 -3.74490 3.54076
H 4.33189 -3.95346 2.32012
H 2.12844 -2.19027 5.63184
H 4.23857 -1.82287 6.65331
H 0.46122 -1.83689 5.25124
H -2.22545 -2.29869 5.35675
H -2.76722 -3.22420 2.89552
H 2.76309 -5.77544 1.73326
H 2.52229 -5.73283 -1.07331
H 1.35538 -3.30331 -1.61208
O -4.31698 5.72347 -2.10489
N -3.45663 5.65446 -1.23543
O -2.65802 6.60465 -0.94520
C -3.40691 4.44733 -0.35945
C -4.53828 3.74244 -0.35859
C -4.56184 2.44365 0.30988
C -5.69545 1.67217 0.29800
C -5.69922 0.43616 0.89187
C -4.55679 -0.01981 1.52869
N -3.44860 0.71903 1.63477
C -3.39640 1.94451 0.98375
C -2.21072 2.71792 0.87407
N -1.10801 2.23346 1.46279
C -0.01770 2.95650 1.55581
C 0.12958 4.25597 1.01242
C -1.00757 4.79127 0.40069
C -2.18157 4.04791 0.37214
H -5.40867 4.13846 -0.95727
H -6.57308 2.06913 -0.13584
H -6.53940 -0.30259 0.79912
H -4.59839 -0.99034 2.05195
H 0.83064 2.50484 2.01403
H 1.08337 4.67291 1.15802
H -0.96976 5.76074 -0.09467
F -5.21158 -1.72719 -7.09919
C -4.59455 -1.36838 -5.91937
C -5.21423 -0.34338 -5.24841
F -6.37907 0.08196 -5.71638
C -4.72839 0.20665 -4.11476
F -5.44736 1.12061 -3.52234
C -3.54283 -0.32824 -3.59130
S -2.85547 0.26480 -2.04499
C -2.92889 -1.33243 -4.29462
F -1.80887 -1.90449 -3.90743
C -3.49152 -1.94665 -5.36932
F -2.95401 -3.10237 -5.75553
```

Output
Net charge   -1
Energy relative to the best compared isomer or geometry (same formula, charge and spin)   146.9 kcal per mole
M   1104.264 g/mol
HOMO energy   -0.0923 Ha
Total energy   -3674.65202 Ha

These are the Mulliken partial charges, in e, on atoms 1 to 2: 1.702 -1.121

---

C52H34BiN16OS3Se as an isolated structure in a non-equilibrium geometry, computed with the ωB97M-V functional and the def2-TZVPD basis.

XYZ file:
```
108
Properties=species:S:1:pos:R:3
Bi 0.19661 -0.15113 -0.10380
C -2.68333 -5.24720 3.35634
C -1.78397 -4.86441 4.35067
C -0.77221 -3.95008 4.10180
C -0.70898 -3.38733 2.83581
C 0.17494 -2.41428 2.22197
N -0.25014 -2.15666 0.95636
C -1.28918 -2.97977 0.66104
N -1.88599 -3.15200 -0.49395
C -1.54272 -2.55373 -1.61062
C -2.07617 -2.95393 -2.89872
C -2.97500 -3.93771 -3.27871
C -3.17764 -4.14316 -4.63276
C -2.51588 -3.36843 -5.58218
C -1.63289 -2.36699 -5.21124
C -1.41082 -2.16673 -3.85787
C -0.49849 -1.31654 -3.11374
N 0.34607 -0.49109 -3.68963
C 1.35764 0.05850 -3.06730
N 1.74063 -0.10929 -1.76800
C 2.97439 0.43201 -1.59089
N 3.71021 0.40314 -0.50357
C 3.33963 -0.16277 0.62083
N 2.13033 -0.71912 0.91849
C 2.17492 -1.25228 2.17360
N 1.26578 -1.96298 2.79524
C 3.47822 -1.00021 2.74541
C 4.04134 -1.34544 3.96448
C 5.34652 -0.95200 4.20344
C 6.08114 -0.26760 3.23647
C 5.53775 0.04519 2.00165
C 4.21897 -0.31263 1.76372
C 3.39911 1.05931 -2.83064
C 4.51817 1.79734 -3.18418
C 4.56083 2.33369 -4.46204
C 3.51844 2.14276 -5.36853
C 2.40634 1.38930 -5.03051
C 2.35852 0.84623 -3.75560
N -0.62685 -1.57058 -1.78743
C -1.62601 -3.76199 1.83435
C -2.60528 -4.71321 2.08152
H -3.44560 -5.98068 3.58205
H -1.87166 -5.30684 5.33159
H -0.05420 -3.68038 4.86090
H -3.47547 -4.54309 -2.54218
H -3.84913 -4.92635 -4.95092
H -2.67845 -3.56127 -6.63109
H -1.11866 -1.77416 -5.95083
H 3.47985 -1.91497 4.68733
H 5.80959 -1.19653 5.14752
H 7.10515 0.00209 3.44532
H 6.12296 0.53947 1.24390
H 5.31661 1.95369 -2.47646
H 5.42157 2.90856 -4.77062
H 3.58467 2.58956 -6.35144
H 1.59959 1.23237 -5.72934
H -3.26705 -5.04552 1.29659
N -0.54294 4.27636 0.27262
C -1.62595 3.65793 0.79327
N -1.82611 2.38618 0.77834
C -2.96124 2.05030 1.46374
C -3.65091 3.10138 1.98801
S -2.86127 4.59405 1.64046
C -3.37381 0.66677 1.67417
C -3.73191 0.21053 2.90691
S -4.22670 -1.44119 2.83656
C -3.95813 -1.36770 1.09142
N -3.48115 -0.24933 0.66431
N -4.36504 -2.40081 0.32564
H 0.05844 3.70904 -0.30140
H -0.55349 5.27496 0.15794
H -4.56807 3.10988 2.53778
H -3.71150 0.73319 3.83998
H -4.42071 -3.29776 0.78347
H -4.01636 -2.41640 -0.62009
Se 3.75909 4.58965 5.87351
N 2.54103 3.32844 5.89720
C 2.26917 2.96012 4.65999
C 1.30273 1.96653 4.29269
C 0.55105 1.27471 5.24595
C -0.38044 0.35865 4.81515
C -0.52967 0.16213 3.44452
N 0.18126 0.79189 2.53705
C 1.09011 1.68803 2.92592
C 1.84452 2.39890 1.90655
N 1.57793 2.14465 0.62658
C 2.20385 2.82165 -0.31258
C 3.19683 3.76154 -0.05072
C 3.50316 4.03723 1.26194
C 2.80280 3.37022 2.27000
C 3.01249 3.65624 3.65789
N 3.85284 4.56110 4.12285
H 0.71952 1.48366 6.29063
H -0.98287 -0.19942 5.50994
H -1.25599 -0.54122 3.06677
H 1.88200 2.61176 -1.32184
H 3.70128 4.25538 -0.86296
H 4.24778 4.76476 1.54396
C -1.77652 1.93847 -4.01744
S -1.33535 2.71173 -2.41178
C -0.59144 4.23252 -3.15522
O -0.15397 1.94716 -1.94510
H -2.52623 2.54536 -4.51115
H -2.18685 0.95479 -3.81151
H -0.88717 1.83026 -4.62915
H -1.30999 4.67114 -3.83613
H 0.32223 3.96332 -3.67462
H -0.36154 4.93108 -2.35684
```

Output
Net charge   +1
M   1283.096 g/mol
HOMO energy   -0.3134 Ha
Total energy   -6763.91697 Ha

These are the Mulliken partial charges, in e, on atoms 1 to 2: 2.225 -0.989